Entry 1:
The following is a DFT calculation (the ωB97M-V functional and the def2-TZVPD basis) of a cluster of 2 separate species, C2H9NO in total in a non-equilibrium geometry.

Structure (XYZ):
```
13
Properties=species:S:1:pos:R:3:forces:R:3
C -1.30636 -1.21360 -1.07606 -0.40 0.53 0.21
N -0.62376 -0.34926 -0.11978 1.15 -0.49 -0.07
C 0.71408 -0.87986 0.18463 -0.28 -0.02 0.11
H -1.41744 -2.25333 -0.75295 0.10 -0.10 -0.02
H -2.28652 -0.79578 -1.26389 -0.40 -0.04 0.05
H -0.81018 -1.17136 -2.04241 0.34 -0.14 0.03
H -1.09122 -0.30511 0.77432 -0.50 0.03 -0.15
H 0.70986 -1.90048 0.59271 -0.11 -0.16 -0.34
H 1.15630 -0.29434 0.97429 0.20 0.39 0.21
H 1.36432 -0.83664 -0.68947 -0.07 -0.06 -0.04
O 1.02338 2.39374 0.99504 0.00 -0.10 -0.43
H 1.65668 1.67389 0.91070 0.10 0.09 0.18
H 0.55388 2.33280 0.14981 -0.12 0.07 0.28
```
Forces are in eV/Å.

Properties
LUMO energy, eV: 0.9965
SMILES: CNC.O
HOMO-LUMO gap, hartree: 0.3755
HOMO, eV: -9.2



Entry 2:
The following is a DFT calculation (the ωB97M-V functional and the def2-TZVPD basis) of a structure of composition C13H27O3PtS4Si.

Structure (XYZ):
```
49
Properties=species:S:1:pos:R:3:forces:R:3
Pt -0.03854 0.28260 0.26928 0.34 -0.09 -0.35
S -0.95163 4.04330 2.57002 0.10 0.13 0.03
C -0.50191 2.65794 1.74094 -0.35 0.22 0.25
S -0.02434 1.22765 2.51649 0.06 -0.20 0.17
S -0.65866 2.53761 0.05409 0.00 -0.02 -0.26
C 3.12046 -2.96695 0.34440 0.01 -0.12 0.00
C 2.60366 -1.74355 -0.39181 -0.20 -0.27 0.02
C 3.24877 -0.47885 0.11123 0.13 0.15 0.12
C 2.73373 -1.88390 -1.89456 -0.03 0.03 -0.13
O 1.15087 -1.61454 -0.06726 0.10 0.11 -0.02
Si -0.05266 -2.75702 -0.08926 -0.16 -0.25 0.00
S -1.68137 -1.30841 0.04805 -0.13 0.04 0.13
O -0.09646 -3.76096 1.14809 0.09 -0.06 0.09
C -0.21233 -3.75501 2.60301 0.01 0.10 -0.25
C 0.74759 -4.81477 3.10067 0.09 -0.12 0.04
C -1.64965 -4.10916 2.92322 -0.18 -0.02 0.06
C 0.15444 -2.38593 3.14254 0.03 0.10 0.10
O -0.06918 -3.51526 -1.49229 0.08 -0.02 -0.08
C -0.53743 -4.83814 -1.93705 -0.01 0.22 0.22
C 0.44422 -5.87164 -1.41934 0.07 -0.11 0.05
C -1.93916 -5.05745 -1.39531 -0.08 -0.05 0.03
C -0.53328 -4.77655 -3.44753 0.01 0.02 -0.16
H 4.18122 -3.10383 0.12890 -0.03 0.03 0.01
H 2.60041 -3.87674 0.02827 0.02 0.08 -0.01
H 3.00177 -2.85341 1.42321 0.00 0.01 -0.03
H 4.30967 -0.49598 -0.13940 0.01 0.02 0.05
H 3.14965 -0.38345 1.19446 0.00 -0.01 -0.03
H 2.81669 0.40336 -0.36443 -0.03 0.03 -0.05
H 3.78997 -1.93913 -2.16117 -0.02 0.01 0.00
H 2.29826 -1.01998 -2.40088 0.02 -0.01 0.02
H 2.23626 -2.78279 -2.25784 0.01 0.02 0.05
H 0.50538 -5.78389 2.66177 0.00 0.04 0.02
H 0.67888 -4.89903 4.18626 0.01 -0.01 -0.03
H 1.77616 -4.56096 2.83809 -0.03 0.00 0.01
H -1.90103 -5.08797 2.51265 0.01 0.03 0.01
H -2.33733 -3.36856 2.50578 0.05 -0.02 0.01
H -1.80176 -4.13973 4.00361 0.02 -0.01 -0.04
H 1.17037 -2.10326 2.85328 -0.05 -0.02 0.01
H 0.09959 -2.39839 4.23260 0.02 0.02 -0.04
H -0.54336 -1.62385 2.78582 -0.02 -0.03 0.00
H 0.48432 -5.86243 -0.32827 -0.02 0.01 -0.05
H 1.44442 -5.67968 -1.81514 -0.05 -0.01 0.02
H 0.13689 -6.86875 -1.74105 0.02 0.05 0.00
H -1.94438 -5.07238 -0.30251 0.02 0.00 -0.05
H -2.32535 -6.01616 -1.74506 0.00 0.03 0.01
H -2.61320 -4.27302 -1.74728 0.03 -0.03 0.01
H 0.46780 -4.55314 -3.81934 -0.03 -0.01 0.01
H -1.21926 -4.00751 -3.80454 0.02 -0.01 0.01
H -0.84686 -5.73717 -3.85851 0.01 0.02 0.01
```
Forces are in eV/Å.

Properties
LUMO energy (alpha / beta), eV: -3.8582 / -6.4455
Net charge: +1
HOMO-LUMO gap (alpha / beta), hartree: 0.2766 / 0.2197
Multiplicity: 5
HOMO (alpha / beta), eV: -11.4 / -12.4



Entry 3:
The following is a DFT calculation (the ωB97M-V functional and the def2-TZVPD basis) of a cluster of 9 separate species, C21H27F3N6O9 in total in a non-equilibrium geometry.

Structure (XYZ):
```
66
Properties=species:S:1:pos:R:3:forces:R:3
O 0.27829 1.94224 -3.93401 0.36 -2.68 3.91
C 0.25156 1.33945 -2.84037 1.89 2.40 -2.00
O 1.34785 0.78102 -2.10625 -0.82 2.16 -5.00
C 0.86884 -0.07416 -1.14722 -0.03 -0.05 0.36
C -0.46874 0.54218 -0.89725 -1.48 0.59 1.75
F -0.41321 1.45383 0.14300 -0.09 -0.22 -0.27
O -0.83639 1.31925 -2.06220 0.86 -1.84 0.71
H 0.72740 -1.08952 -1.51753 0.28 -0.12 0.05
H 1.65553 0.04369 -0.40201 -0.77 -0.56 0.85
H -1.24531 -0.18462 -0.65892 -0.16 0.31 -0.21
O 2.73585 2.58747 5.68297 0.74 1.47 -1.03
C 1.76383 2.30777 5.07631 -0.20 -1.39 -0.36
O 0.85489 1.53359 5.65975 -1.36 -0.58 0.04
C 0.04986 0.97761 4.63843 -1.78 -1.38 1.64
C 0.11199 1.92135 3.51950 1.74 -1.12 0.38
F -0.81059 2.87837 3.68616 -0.68 0.87 -0.41
O 1.40637 2.46268 3.72639 0.73 0.85 0.18
H 0.34018 -0.05760 4.45912 0.44 0.18 -0.46
H -1.00101 0.91689 4.92144 0.01 0.08 0.57
H -0.02472 1.32990 2.61418 0.35 0.97 -0.66
O 5.23441 -4.70211 2.58520 -3.09 1.12 -1.71
C 4.09807 -4.38994 2.20752 4.62 -2.55 4.47
O 3.06462 -4.46447 3.10041 -0.28 0.53 -2.03
C 2.00249 -3.79087 2.41328 -0.42 0.35 -0.23
C 2.40001 -3.72854 0.90094 -0.45 -1.08 2.36
F 2.23897 -2.50401 0.40158 0.07 0.35 -0.39
O 3.74724 -4.07449 1.00138 0.22 0.66 -2.36
H 1.06614 -4.33988 2.51298 0.03 0.32 0.45
H 2.02821 -2.77503 2.80764 -0.79 0.07 -0.11
H 1.86948 -4.48443 0.32191 0.09 0.32 -0.48
C -2.58939 -3.14043 1.53767 -1.11 -0.32 0.51
C -1.59630 -2.11502 1.59682 1.44 0.25 -0.76
N -0.76980 -1.32667 1.72732 -0.19 0.03 0.02
H -3.30722 -3.07530 0.72001 0.13 0.50 0.02
H -3.07598 -2.91217 2.48595 -0.76 -0.71 0.02
H -2.24537 -4.17472 1.53810 0.48 0.27 0.21
C 4.78685 4.05220 -0.57528 -0.64 -0.76 -0.17
C 4.04567 2.87608 -0.04894 1.87 3.28 -1.47
N 3.54942 1.95400 0.35682 -1.61 -2.72 1.13
H 4.86363 4.81139 0.20308 0.34 -0.14 -0.13
H 4.27673 4.47820 -1.43923 -0.28 -0.02 0.17
H 5.72907 3.67886 -0.97648 0.23 0.27 0.45
C -3.73579 1.32475 1.44917 1.31 0.11 0.01
C -4.99030 1.83803 1.88783 0.45 -0.96 -0.86
N -5.99003 2.23934 2.23173 -1.92 0.87 0.77
H -3.50108 0.35970 1.89827 -0.04 0.13 0.18
H -3.05076 2.09187 1.81021 0.66 -0.32 -0.12
H -3.61094 1.21514 0.37191 -0.41 0.19 0.04
C -3.42224 1.92020 -3.73714 0.73 -0.32 0.28
C -3.78956 0.98918 -2.67825 -1.12 -0.72 2.29
N -4.21257 0.29052 -1.84230 1.12 1.20 -1.70
H -4.28428 2.54542 -3.96973 0.05 -0.44 -0.65
H -2.96681 1.25206 -4.46808 -0.64 0.41 -0.90
H -2.59605 2.59538 -3.51436 -0.09 -0.10 0.68
C 0.41102 3.80184 -6.18350 -0.50 1.12 0.46
C -0.42139 4.91167 -5.62207 -1.83 1.92 1.35
N -1.13110 5.75983 -5.20285 2.41 -2.80 -1.40
H 0.77870 4.18583 -7.13507 -0.08 -0.49 -0.16
H -0.22236 2.91626 -6.23516 0.18 0.09 -0.38
H 1.25579 3.55721 -5.53959 -0.17 0.20 0.05
C -0.71339 -5.87719 -1.10918 1.19 0.23 0.18
C -0.45783 -4.47900 -1.55864 -1.31 -3.64 1.06
N -0.26790 -3.42249 -1.90041 0.54 2.65 -0.74
H 0.27503 -6.32928 -1.02704 0.12 -0.18 -0.20
H -1.28537 -6.51789 -1.78033 -0.15 0.54 -0.08
H -1.07999 -5.95230 -0.08543 -0.42 0.39 -0.19
```
Forces are in eV/Å.

Properties
LUMO energy, eV: -0.4814
SMILES: O=C1OC[C@@H](F)O1.O=C1OC[C@@H](F)O1.O=C1OC[C@@H](F)O1.CC#N.CC#N.CC#N.CC#N.CC#N.CC#N
HOMO-LUMO gap, hartree: 0.3919
HOMO, eV: -11.1



Entry 4:
The following is a DFT calculation (the ωB97M-V functional and the def2-TZVPD basis) of a structure of composition C30H31MoN2O5 in a non-equilibrium geometry.

Structure (XYZ):
```
69
Properties=species:S:1:pos:R:3:forces:R:3
Mo 1.14771 0.08370 -0.17022 -0.55 0.06 -0.25
O 5.15640 -3.93225 2.28690 0.01 -0.03 0.01
C 4.29719 -3.18608 1.95058 -0.11 0.05 0.11
C 2.97713 -3.56360 1.20883 0.23 0.20 -0.02
O 2.58374 -4.65895 0.93907 -0.07 -0.04 -0.04
C 2.38920 -2.24147 0.90457 -0.66 -0.87 -0.40
C 3.06453 -1.22877 1.45333 0.16 0.98 0.17
O 2.53677 -0.02486 1.16553 0.35 -0.23 0.39
C 4.30352 -1.63485 2.13123 -0.12 -0.08 0.00
O 5.14472 -0.97425 2.66556 0.03 0.07 0.02
O 1.34970 -1.91073 0.15716 0.22 0.15 0.16
C 3.41385 2.31813 0.02103 -0.25 0.15 -0.03
N 1.92232 2.25483 -0.07738 -0.05 -0.07 0.04
C 1.39172 3.09332 1.02471 0.08 -0.04 -0.23
C 1.49673 2.82823 -1.39107 0.02 -0.09 0.26
C 1.97676 1.86709 -2.43112 0.10 -0.03 -0.19
C 2.51025 2.23424 -3.65671 0.01 0.07 -0.06
C 3.07357 1.26661 -4.47881 -0.01 0.00 0.01
C 3.11974 -0.06184 -4.07303 0.02 -0.02 0.01
C 2.56613 -0.43917 -2.85637 -0.10 0.16 -0.10
C 1.97800 0.53072 -2.03987 0.03 -0.10 0.12
H 3.71217 3.35469 -0.14724 0.10 0.00 0.01
H 3.88143 1.67645 -0.71768 -0.01 -0.01 -0.03
H 3.71286 2.00321 1.01318 0.03 -0.01 0.04
H 1.82866 4.09146 0.95435 -0.01 0.05 0.05
H 1.66514 2.65072 1.97815 0.02 -0.03 0.00
H 0.30952 3.16773 0.95279 0.06 0.00 -0.03
H 1.90382 3.83424 -1.50810 0.05 0.04 -0.05
H 0.40812 2.91485 -1.36767 -0.07 0.04 -0.05
H 2.51652 3.27491 -3.95983 0.00 -0.02 0.00
H 3.50431 1.55398 -5.42913 -0.02 -0.01 0.02
H 3.59096 -0.80586 -4.70224 0.00 0.02 0.00
H 2.61661 -1.48048 -2.55572 0.00 0.00 0.03
N -0.10094 -1.04376 -1.67134 -0.32 -0.04 0.12
C -1.44711 -1.50607 -1.30966 0.35 0.11 -0.17
C -1.59187 -2.63451 -0.51814 -0.18 -0.13 -0.05
C -2.87310 -3.06046 -0.19110 0.12 -0.05 -0.23
C -3.98627 -2.35693 -0.63508 0.22 -0.17 -0.45
C -3.82086 -1.22525 -1.42197 0.10 -0.23 -0.22
C -2.54496 -0.79886 -1.77063 -0.02 -0.11 0.07
H -0.12076 -0.53205 -2.54851 -0.17 0.02 -0.03
H 0.50464 -1.84362 -1.83705 -0.08 -0.11 -0.03
H -0.72074 -3.17971 -0.17830 -0.03 -0.01 -0.02
H -2.99863 -3.94887 0.41453 0.01 0.00 -0.01
H -4.98069 -2.69345 -0.37159 0.09 -0.01 -0.08
H -4.68422 -0.67336 -1.77041 0.07 -0.06 -0.02
H -2.41274 0.08132 -2.39203 0.00 -0.02 -0.01
C -1.10116 1.66405 2.69574 -0.21 -0.08 -0.06
C -1.21594 0.42334 1.77293 -0.08 0.14 -0.19
C -0.58274 -0.75065 2.51840 0.11 -0.10 -0.06
C -0.52482 0.72104 0.45967 1.18 -0.35 0.28
C -2.69224 0.18421 1.40982 -0.08 0.02 0.44
C -3.40033 1.14755 0.68989 -0.23 0.09 0.14
C -4.76550 1.02412 0.48280 0.04 -0.01 0.15
C -5.44816 -0.07784 0.98653 0.05 0.08 0.24
C -4.74985 -1.05297 1.68083 -0.09 0.40 0.25
C -3.37999 -0.92507 1.88906 -0.12 0.24 0.10
H -0.08270 1.78570 3.07250 -0.12 -0.06 -0.07
H -1.76850 1.50226 3.54265 0.02 0.03 0.03
H -1.41444 2.58249 2.19914 -0.04 -0.01 0.02
H 0.47874 -0.55981 2.69309 0.00 0.01 -0.03
H -0.68595 -1.68904 1.97409 0.04 0.01 -0.02
H -1.03960 -0.86797 3.50083 -0.07 0.02 -0.02
H -1.05907 1.42334 -0.19213 0.05 -0.02 -0.08
H -2.89741 2.03193 0.30843 -0.07 -0.03 0.05
H -5.29824 1.79309 -0.06190 0.00 -0.01 0.00
H -6.51541 -0.17376 0.83708 -0.01 0.00 -0.01
H -5.26703 -1.92142 2.06854 -0.01 0.02 0.01
H -2.86119 -1.70494 2.42849 -0.02 0.05 0.03
```
Forces are in eV/Å.

Properties
LUMO energy, eV: -4.6380
Net charge: +1
HOMO-LUMO gap, hartree: 0.2522
HOMO, eV: -11.5



Entry 5:
The following is a DFT calculation (the ωB97M-V functional and the def2-TZVPD basis) of a cluster of 3 separate species, C3H10NO4 in total in a non-equilibrium geometry.

Structure (XYZ):
```
18
Properties=species:S:1:pos:R:3:forces:R:3
O 1.29245 1.55454 -0.50803 0.06 -1.95 3.17
C 0.69281 0.59514 0.12304 -2.08 1.31 -5.91
O 0.76799 -0.14608 1.07541 1.76 0.12 2.94
C -0.63751 0.14840 -0.69792 1.69 -0.95 -1.18
C -0.66967 -1.34909 -1.25180 1.68 2.81 -0.08
N -0.83324 0.99883 -1.80351 -1.03 0.48 -2.13
H -1.38957 0.34321 0.00861 -1.56 -0.31 1.09
H -1.19617 -1.91086 -0.58404 -1.02 -2.03 1.84
H -1.10855 -1.48728 -2.21997 -0.79 0.59 -0.58
H 0.34316 -1.68337 -1.42448 0.47 -0.34 0.53
H -0.44573 1.90504 -1.53077 0.43 -0.48 -0.94
H -0.38980 0.54783 -2.63438 -0.18 1.39 1.01
H -1.25009 1.16815 3.07815 -1.78 -6.14 3.03
H -1.22296 1.85654 1.79982 -1.14 -0.60 -5.38
O -1.02514 1.88482 2.65552 2.93 6.84 2.41
H 2.29943 -0.66531 1.54110 0.29 -2.64 -0.40
H 2.06921 -2.13078 0.86932 1.56 1.77 1.81
O 2.70339 -1.62972 1.50393 -1.26 0.14 -1.21
```
Forces are in eV/Å.

Properties
LUMO energy, eV: 3.8760
Net charge: -1
HOMO-LUMO gap, hartree: 0.2837
HOMO, eV: -3.8



Entry 6:
The following is a DFT calculation (the ωB97M-V functional and the def2-TZVPD basis) of the ion H2N3S4 with charge +1.

Structure (XYZ):
```
9
Properties=species:S:1:pos:R:3:forces:R:3
N -0.25497 0.04826 2.30809 -0.14 0.11 0.02
N 0.43087 -0.18715 -2.27438 -0.16 0.13 -0.10
N -0.57300 0.45212 -0.10888 -0.47 0.37 -0.09
S 0.99755 -0.90079 1.93648 -0.06 0.03 0.23
S -1.24696 0.88779 1.24582 0.58 -0.42 -0.54
S 1.50590 -1.07268 -1.46105 0.05 -0.03 -0.20
S -0.81616 0.73837 -1.63814 0.38 -0.34 0.74
H -0.51417 0.18532 3.28432 -0.08 0.07 -0.06
H 0.47095 -0.15125 -3.29226 -0.10 0.08 0.02
```
Forces are in eV/Å.

Properties
LUMO energy (alpha / beta), eV: -6.2361 / -6.2367
Net charge: +1
HOMO-LUMO gap (alpha / beta), hartree: 0.2446 / 0.2445
HOMO (alpha / beta), eV: -12.9 / -12.9



Summary of relative energy (zero: lowest compared OMol25 entry of this formula, charge and spin) in kJ/mol
46.9 0.0 210.9 58.3 283.4 95.5
(order as listed above)